1.
Below is a structure of composition C38H26BrCo2O5PS in a non-equilibrium geometry, with properties calculated with ωB97M-V/def2-TZVPD.

Computed properties:
HOMO-LUMO gap, eV: 2.9
Strongest force on any atom, eV/A: 4.87
Energy, Eh: -7918.7187

Each line ends with the Löwdin charge.
Atoms and positions in Å:
Br1 2.3490 -0.6348 4.7290  0.7035
C1 0.6389 -0.4163 3.9269  -0.6925
C2 -0.1313 -1.5399 3.5834  -0.1363
C3 -1.3123 -1.3817 2.8612  -0.1169
C4 -1.7773 -0.0864 2.4874  -0.7496
S1 -3.1529 0.1778 1.5597  0.7137
C5 -0.9740 1.0323 2.8498  -0.1152
C6 0.1885 0.8730 3.5947  -0.1349
H1 0.2117 -2.5297 3.8631  0.0963
H2 -1.8845 -2.2424 2.5259  0.1007
H3 -1.2933 2.0057 2.4916  0.0946
H4 0.7608 1.7425 3.8981  0.0956
O1 -4.0755 3.1622 0.0020  0.1703
C7 -4.8530 2.4300 -0.4424  -0.1237
Co1 -5.9282 1.4140 -1.3722  0.0883
C8 -5.8614 -0.1433 -0.4646  -0.1692
O2 -5.7467 -0.9682 0.3488  0.0918
C9 -7.2381 2.2231 -0.5647  -0.1316
O3 -8.0246 2.7831 0.0814  0.1579
C10 -5.9341 1.4025 -3.1633  -0.1822
C11 -4.6615 1.3708 -2.6213  -0.2125
C12 -3.3238 1.3602 -2.8685  0.0390
C13 -2.4367 0.4980 -2.1331  -0.2183
C14 -1.0731 0.8273 -1.8992  -0.0189
C15 -0.3163 0.0908 -0.9947  -0.0629
C16 -0.8549 -1.0562 -0.4052  -0.0987
C17 -2.1768 -1.4262 -0.6847  -0.1294
C18 -2.9388 -0.6942 -1.5843  -0.0296
Co2 -7.2127 -0.0278 -2.8114  -0.0228
C19 -6.9647 -1.6688 -2.3441  -0.2344
O4 -6.8403 -2.7935 -2.0833  0.1158
C20 -7.3500 -0.2718 -4.5146  -0.2037
O5 -7.4890 -0.4323 -5.6542  0.1421
P1 -9.2328 0.4038 -2.4046  1.0424
C21 -9.9644 0.0659 -0.7501  -0.3242
C22 -11.3257 0.3048 -0.5008  -0.0956
C23 -11.8608 0.0738 0.7718  -0.0701
C24 -11.0368 -0.3896 1.8032  -0.0766
C25 -9.7049 -0.7074 1.5362  -0.0623
C26 -9.1885 -0.5335 0.2485  -0.0822
C27 -9.6717 2.1473 -2.8049  -0.3350
C28 -10.3441 2.9887 -1.9080  -0.0935
C29 -10.6272 4.3144 -2.2522  -0.0669
C30 -10.1947 4.8234 -3.4793  -0.0809
C31 -9.4920 4.0022 -4.3653  -0.0741
C32 -9.2365 2.6678 -4.0351  -0.1031
C33 -10.3692 -0.6111 -3.4475  -0.3229
C34 -11.3018 -0.0390 -4.3224  -0.0772
C35 -12.1046 -0.8710 -5.1108  -0.0756
C36 -11.9714 -2.2610 -5.0186  -0.0848
C37 -11.0399 -2.8357 -4.1479  -0.0711
C38 -10.2458 -2.0065 -3.3556  -0.0861
H5 -6.1998 2.0219 -4.0250  0.0902
H6 -2.8768 2.0159 -3.6168  0.1404
H7 -0.6556 1.6961 -2.4139  0.1152
H8 0.7034 0.3944 -0.7459  0.1147
H9 -0.2629 -1.6567 0.2832  0.1071
H10 -2.6478 -2.2746 -0.1917  0.1119
H11 -3.9500 -1.0062 -1.8584  0.1095
H12 -11.9723 0.6601 -1.3049  0.1134
H13 -12.9210 0.2532 0.9577  0.1064
H14 -11.4324 -0.5126 2.8120  0.1061
H15 -9.0494 -1.0758 2.3266  0.1121
H16 -8.1733 -0.8611 0.0155  0.0675
H17 -10.6497 2.6117 -0.9347  0.0918
H18 -11.1689 4.9476 -1.5477  0.1086
H19 -10.3943 5.8614 -3.7421  0.1040
H20 -9.1421 4.3827 -5.3251  0.1061
H21 -8.7033 2.0190 -4.7354  0.0952
H22 -11.3905 1.0457 -4.4054  0.1011
H23 -12.8199 -0.4240 -5.8035  0.1050
H24 -12.5939 -2.9084 -5.6330  0.1017
H25 -10.9189 -3.9190 -4.0763  0.1088
H26 -9.5214 -2.4447 -2.6649  0.0966



2.
Below is a structure of composition C38H26BrN2OPPm in a non-equilibrium geometry, with properties calculated with ωB97M-V/def2-TZVPD.

Computed properties:
HOMO-LUMO gap (alpha / beta), eV: 6.7 / 6.8
ΔE to the lowest compared entry with this formula, charge and spin, eV: 5.630
Strongest force on any atom, eV/A: 1.47
Charge: +1
Spin multiplicity: 5
Energy, Eh: -5171.8566

Each line ends with the Löwdin spin population.
Atoms and positions in Å:
Pm1 -1.0676 -1.4002 0.3564  4.0451
Br1 1.1584 -7.6122 4.1973  -0.0001
C1 0.5065 -6.3033 3.0062  0.0001
C2 -0.5304 -6.6123 2.1309  0.0006
C3 -1.0016 -5.6509 1.2604  -0.0004
C4 -0.4694 -4.3639 1.2358  0.0006
O1 -0.9667 -3.4622 0.3749  -0.0125
C5 0.5730 -4.0484 2.1312  0.0002
C6 1.1854 -2.7334 2.2827  0.0031
N1 0.8438 -1.6636 1.6666  -0.0085
C7 1.4536 -0.3930 1.9252  -0.0009
C8 2.7648 -0.2830 2.3409  -0.0001
C9 3.2921 0.9717 2.5769  -0.0015
C10 2.5413 2.0733 2.2048  -0.0003
C11 1.2447 2.0206 1.6764  -0.0014
C12 0.9757 3.2872 0.7588  -0.0001
C13 -0.7114 3.0626 -1.2789  0.0003
C14 -1.5020 2.3124 -0.2546  0.0007
N2 -0.7680 0.3878 1.6941  -0.0157
C15 0.6045 0.7296 1.7341  0.0005
C16 1.0481 -5.0423 3.0033  0.0009
H1 -0.9626 -7.6041 2.1331  0.0000
H2 -1.7999 -5.8796 0.5658  0.0000
H3 1.9807 -2.6827 3.0263  -0.0001
H4 3.3765 -1.1702 2.4584  0.0000
H5 4.3025 1.0950 2.9414  -0.0001
H6 3.0209 3.0455 2.2487  0.0000
H7 1.9988 3.6337 0.6427  0.0000
H8 -1.0170 3.5701 -2.1811  0.0000
H9 -2.4671 1.9840 -0.6338  0.0000
H10 1.8521 -4.8005 3.6884  0.0000
C17 2.6005 1.5206 -5.2892  0.0000
C18 1.2126 1.6115 -5.2503  -0.0001
C19 0.5197 1.1765 -4.1333  -0.0003
C20 1.2200 0.6445 -3.0514  -0.0010
C21 2.6091 0.5509 -3.0917  -0.0001
C22 3.2994 0.9932 -4.2145  0.0000
P1 0.3583 0.1282 -1.5439  -0.0034
C23 -1.0454 -0.8609 -2.2438  -0.0026
C24 -2.4061 -0.6010 -2.0594  -0.0027
C25 -3.3596 -1.5405 -2.4396  0.0003
C26 -2.9679 -2.7457 -3.0058  -0.0006
C27 -1.6198 -3.0088 -3.2079  0.0001
C28 -0.6660 -2.0846 -2.8087  -0.0004
C29 -0.3122 1.6849 -0.9385  0.0008
C30 0.6246 2.8331 -0.6763  -0.0001
C31 0.2502 4.6161 1.0340  -0.0001
C32 -1.0121 4.8881 1.3712  0.0000
C33 -1.8576 3.7890 1.8424  -0.0001
C34 -2.4911 3.8451 3.0821  0.0000
C35 -2.7593 2.6773 3.7803  -0.0001
C36 -2.2304 1.4788 3.3172  0.0000
C37 -1.6251 1.4446 2.0669  -0.0006
C38 -1.6442 2.5537 1.2335  0.0000
H11 3.1366 1.8634 -6.1650  0.0000
H12 0.6727 2.0230 -6.0936  0.0000
H13 -0.5613 1.2490 -4.1001  0.0000
H14 3.1471 0.1393 -2.2456  0.0000
H15 4.3789 0.9240 -4.2474  0.0000
H16 -2.7323 0.3635 -1.6952  0.0002
H17 -4.4110 -1.3203 -2.3065  0.0000
H18 -3.7134 -3.4726 -3.3004  0.0000
H19 -1.3102 -3.9410 -3.6619  0.0000
H20 0.3887 -2.2958 -2.9487  0.0001
H21 1.4548 2.8954 -1.3756  0.0000
H22 0.8751 5.4677 0.7798  0.0000
H23 -1.3357 5.9201 1.4532  0.0000
H24 -2.6840 4.8096 3.5366  0.0000
H25 -3.2473 2.7208 4.7452  0.0000
H26 -2.2159 0.5915 3.9386  0.0000



3.
Below is a cluster of 3 separate species, C38H26F9O8PS in total, with properties calculated with ωB97M-V/def2-TZVPD.

Computed properties:
HOMO-LUMO gap, eV: 7.5
Strongest force on any atom, eV/A: 0.76
Energy, Eh: -3703.9358

Each line ends with the Löwdin charge.
Atoms and positions in Å:
O1 -2.1414 -0.6916 0.0956  -0.3794
P1 -3.0341 -0.5579 -1.0676  0.7470
C1 -2.6476 0.8146 -2.1735  -0.1653
C2 -3.2544 1.2435 -3.2896  -0.1016
C3 -4.4634 0.8363 -4.0582  -0.1151
C4 -4.7335 -0.6368 -4.3841  -0.1806
C5 -3.8794 -1.2404 -5.5121  -0.1458
C6 -2.4669 -1.7134 -5.1110  -0.0802
C7 -1.3926 -1.1543 -6.0115  -0.4461
F1 -1.2389 0.1902 -5.8608  0.1187
F2 -1.7685 -1.3636 -7.3149  0.1108
C8 0.0238 -1.8164 -5.9675  -0.4371
F3 -0.1022 -3.0698 -6.4177  0.1297
F4 0.8186 -1.1365 -6.7982  0.1418
S1 0.9015 -1.9273 -4.2774  0.7701
F5 -0.0571 -0.8019 -3.6806  -0.1448
F6 1.9448 -0.8065 -4.6508  -0.1142
F7 1.8596 -3.0410 -4.8551  -0.1139
F8 -0.1657 -3.0330 -3.8601  -0.1329
F9 1.5656 -2.0761 -2.8686  -0.0934
C9 -2.5304 2.4833 -3.7270  -0.3777
O2 -2.5862 3.0586 -4.7677  0.1965
O3 -1.6711 2.8490 -2.7080  0.1398
C10 -1.5187 1.7500 -1.8841  -0.4122
O4 -0.5814 1.6120 -1.1634  0.1756
H1 -4.3927 -0.3413 -0.7715  0.0283
H2 -3.0637 -1.6974 -1.8869  0.0142
H3 -5.3142 1.2667 -3.5231  0.1402
H4 -4.4207 1.3731 -5.0073  0.1251
H5 -5.7597 -0.6587 -4.7523  0.1153
H6 -4.7339 -1.2773 -3.5015  0.0946
H7 -4.4155 -2.1179 -5.8638  0.1170
H8 -3.8366 -0.5122 -6.3184  0.1197
H9 -2.4043 -2.7958 -5.2024  0.1325
H10 -2.2503 -1.4792 -4.0805  0.0823
O5 4.0833 -4.1523 2.3672  0.0996
C11 2.9135 -3.9307 2.6016  -0.2806
C12 2.0748 -4.9372 3.3166  -0.0829
C13 2.6591 -6.1264 3.7346  -0.0059
C14 1.9060 -7.0619 4.4221  -0.0627
C15 0.5651 -6.8136 4.6965  -0.0628
C16 -0.0241 -5.6349 4.2735  -0.0067
C17 0.7262 -4.6940 3.5796  -0.0821
C18 0.0648 -3.4359 3.1197  -0.2781
O6 -1.1189 -3.2545 3.3115  0.1038
C19 0.9071 -2.4227 2.4259  -0.0802
C20 0.3281 -1.2297 2.0127  0.0004
C21 1.1005 -0.2672 1.3846  -0.0488
C22 2.4554 -0.4894 1.1702  -0.0598
C23 3.0375 -1.6811 1.5686  0.0019
C24 2.2677 -2.6534 2.1940  -0.0878
H11 3.7029 -6.3049 3.5182  0.1186
H12 2.3631 -7.9864 4.7488  0.1050
H13 -0.0198 -7.5428 5.2412  0.1048
H14 -1.0662 -5.4319 4.4760  0.1181
H15 -0.7255 -1.0578 2.1757  0.1034
H16 0.6434 0.6586 1.0618  0.0922
H17 3.0572 0.2705 0.6894  0.1007
H18 4.0891 -1.8672 1.4013  0.1184
O7 2.6806 2.1834 2.1378  0.0908
C25 2.1843 3.2069 2.5584  -0.2580
C26 1.3674 4.0876 1.6760  -0.0733
C27 1.1552 3.7055 0.3594  -0.0043
C28 0.3720 4.4877 -0.4703  -0.0561
C29 -0.2041 5.6580 0.0113  -0.0477
C30 0.0165 6.0531 1.3208  -0.0017
C31 0.8030 5.2713 2.1575  -0.0824
C32 1.0338 5.7169 3.5609  -0.2776
O8 0.5843 6.7671 3.9681  0.1048
C33 1.8323 4.8248 4.4510  -0.0817
C34 2.0327 5.1981 5.7737  -0.0033
C35 2.7510 4.3741 6.6225  -0.0574
C36 3.2724 3.1725 6.1546  -0.0561
C37 3.0830 2.7991 4.8356  0.0007
C38 2.3659 3.6238 3.9784  -0.0775
H19 1.5962 2.7886 -0.0044  0.1137
H20 0.2034 4.1779 -1.4918  0.0970
H21 -0.8265 6.2613 -0.6363  0.1081
H22 -0.4204 6.9634 1.7067  0.1193
H23 1.6197 6.1326 6.1263  0.1197
H24 2.9045 4.6656 7.6529  0.1067
H25 3.8279 2.5273 6.8220  0.1073
H26 3.4857 1.8693 4.4592  0.1217



> Look up the energy of the first one.

-7918.7187 Eh